{"formula": "C5H10NO3", "method": "ωB97M-V with the def2-TZVPD basis set", "symbols": ["N", "O", "O", "O", "C", "C", "C", "C", "C", "H", "H", "H", "H", "H", "H", "H", "H", "H", "H"], "coordinates": [[1.52, -3.19, -1.50], [1.09, -4.36, -1.75], [0.73, -2.31, -0.93], [2.71, -2.87, -1.80], [0.05, 2.95, -0.30], [-0.31, 1.45, -0.34], [-0.84, 0.84, 1.00], [-1.17, -0.64, 0.97], [-0.19, -1.55, 1.09], [0.39, 3.27, -1.29], [-0.85, 3.54, -0.06], [0.86, 3.15, 0.41], [-1.08, 1.29, -1.10], [0.57, 0.88, -0.68], [-0.02, 0.89, 1.72], [-1.72, 1.42, 1.35], [-2.21, -0.96, 0.83], [-0.33, -2.62, 0.97], [0.79, -1.19, 1.39]], "lowdin_spin": [-0.06, 0.21, 0.55, 0.28, 0.00, 0.00, 0.00, 0.01, 0.01, 0.00, 0.00, 0.00, 0.00, 0.00, 0.00, 0.00, 0.00, 0.00, 0.00], "total_energy_ha": -476.7185, "multiplicity": 2, "s2": 0.759, "de_lowest_kj_mol": 582.6, "orbital_gap_ev": [8.515, 4.700]}

---

{"formula": "C5H10NO4P", "method": "ωB97M-V with the def2-TZVPD basis set", "symbols": ["C", "C", "C", "C", "C", "N", "O", "O", "O", "O", "P", "H", "H", "H", "H", "H", "H", "H", "H", "H", "H"], "coordinates": [[-2.26, -1.80, 0.50], [0.40, 0.92, 1.62], [1.07, -1.08, -0.06], [0.50, 0.37, 0.17], [-0.84, 0.39, -0.48], [-1.14, -0.08, -1.77], [-2.79, -1.71, -0.50], [-1.80, -1.94, 1.53], [-3.34, 1.06, -0.80], [1.48, -1.45, -1.35], [-2.16, 1.09, 0.37], [-0.30, 1.67, 1.71], [1.30, 1.25, 1.93], [0.00, 0.04, 2.16], [0.30, -1.70, 0.07], [1.84, -1.19, 0.81], [1.10, 1.03, -0.33], [-2.09, -0.25, -2.04], [-3.95, 1.77, -0.92], [-0.41, -0.71, -2.02], [2.42, -1.24, -1.29]], "nbo_charge": [1.02, -0.59, -0.05, -0.30, -0.17, -0.81, -0.52, -0.53, -1.03, -0.71, 0.70, 0.23, 0.21, 0.22, 0.17, 0.17, 0.21, 0.42, 0.51, 0.39, 0.48], "total_energy_ha": -893.5492, "de_lowest_kj_mol": 67.2, "orbital_gap_ev": 7.981, "smiles": "C[C@@H](CO)/C(N)=P/O.O=C=O"}

---

{"formula": "C5H10NS", "method": "ωB97M-V with the def2-TZVPD basis set", "symbols": ["C", "C", "C", "C", "C", "N", "S", "H", "H", "H", "H", "H", "H", "H", "H", "H", "H"], "coordinates": [[1.85, -1.11, -1.14], [-0.82, 1.58, 0.76], [-1.72, 0.34, 0.61], [0.40, 1.22, -0.12], [-0.69, -0.80, 0.48], [0.16, -0.15, -0.44], [1.83, -2.69, -0.80], [2.36, -0.51, -1.87], [-1.31, 2.49, 0.41], [-0.53, 1.71, 1.80], [-2.39, 0.19, 1.45], [-2.31, 0.40, -0.31], [0.44, 1.80, -1.05], [1.34, 1.38, 0.42], [-0.24, -0.99, 1.45], [-1.08, -1.72, 0.06], [2.71, -3.15, -1.71]], "nbo_charge": [-0.10, -0.41, -0.38, -0.28, -0.28, -0.21, 0.43, 0.24, 0.24, 0.22, 0.25, 0.22, 0.22, 0.23, 0.21, 0.22, 0.17], "total_energy_ha": -649.0318, "de_lowest_kj_mol": 508.2, "total_charge": 1, "orbital_gap_ev": [7.802, 7.097]}

---

{"formula": "C5H10O", "method": "ωB97M-V with the def2-TZVPD basis set", "symbols": ["C", "C", "C", "C", "C", "H", "H", "H", "H", "H", "H", "H", "H", "H", "H", "O"], "coordinates": [[0.34, 1.96, -0.36], [0.64, 3.13, -0.90], [0.86, 1.56, 1.03], [0.68, 0.23, 1.71], [0.68, -0.96, 1.04], [-0.14, 1.13, -0.96], [0.40, 3.27, -1.95], [0.80, 3.91, -0.15], [0.24, 2.12, 1.64], [1.84, 1.86, 1.09], [0.97, 0.24, 2.79], [0.54, -1.82, 1.60], [0.60, -0.95, -0.11], [-3.27, -5.75, -1.93], [-2.75, -4.45, -2.43], [-2.43, -5.45, -2.12]], "lowdin_spin": [0.03, 0.01, 0.01, 0.01, 0.10, 0.02, 0.00, 0.00, 0.00, 0.00, 0.00, 0.02, 0.03, 0.10, 0.19, 0.47], "total_energy_ha": -271.5870, "multiplicity": 2, "s2": 0.750, "de_lowest_kj_mol": 273.9, "total_charge": -1, "orbital_gap_ev": [1.875, 9.393]}